Record 1
Formula: C6H14N2O2
Source: the Open Molecules 2025 dataset
Level of theory: wB97M-V/def2-TZVPD

Geometry as XYZ:
```
24
Properties=species:S:1:pos:R:3:forces:R:3
C 1.920 -0.194 3.035 -1.97 -0.21 -0.22
C 1.196 2.610 0.656 -0.89 -0.25 0.00
C 1.429 0.451 1.761 2.75 2.18 0.97
O 1.161 -0.128 0.742 -0.96 -0.36 -0.45
N 1.634 1.862 1.811 -1.04 -2.40 -1.07
H 2.242 -1.211 2.878 0.46 -0.08 -0.14
H 1.862 2.326 2.668 -0.07 -0.05 0.15
H 2.058 2.961 0.076 -0.50 0.60 0.21
H 2.607 0.468 3.507 0.77 0.05 0.44
H 1.032 -0.266 3.668 0.05 -0.04 0.30
H 0.636 1.928 0.002 0.46 0.01 0.16
H 0.399 3.300 0.978 0.87 0.58 -0.40
C -2.569 0.355 -0.837 0.27 0.07 -1.06
C 0.017 -2.104 -2.034 -0.05 0.31 -1.79
C -1.310 -1.362 -1.899 0.72 0.47 0.31
O -2.361 -1.909 -2.136 -0.24 -0.24 -0.14
N -1.283 -0.013 -1.509 -0.54 -0.68 1.36
H -0.504 0.215 -0.895 0.24 -0.28 -0.36
H -3.300 0.391 -1.666 -0.03 0.00 0.93
H -0.231 -3.097 -2.411 -0.03 0.09 -0.02
H -2.845 -0.363 -0.053 -0.10 -0.03 -0.45
H -2.484 1.324 -0.350 0.15 0.18 -0.28
H 0.660 -1.612 -2.821 -0.53 -0.36 0.99
H 0.573 -2.246 -1.127 0.21 0.42 0.59
```
Forces are in eV/Å.

Values from the calculation:
Kohn-Sham gap in eV: 9.89
DFT total energy in eV: -13524.5169
LUMO in eV: 0.60
HOMO in eV: -9.29
2S+1: 1
ΔE to the lowest compared entry with this formula, charge and spin in kJ/mol: 106.9

These are the natural (NBO) partial charges, in e, on atoms 1 to 4: -0.708 -0.434 0.698 -0.627



Record 2
Formula: C17H36N2O5SSiV
Source: the Open Molecules 2025 dataset
Level of theory: wB97M-V/def2-TZVPD

Geometry as XYZ:
```
63
Properties=species:S:1:pos:R:3:forces:R:3
V 0.617 1.496 0.857 -0.09 -0.03 0.09
N 0.510 2.505 -0.970 0.02 0.00 0.01
C -0.883 3.037 -1.125 0.00 0.00 0.00
C -1.466 3.322 0.245 0.06 0.05 0.01
O -2.328 3.999 0.605 -0.05 -0.04 -0.01
O -0.667 2.515 1.210 -0.02 0.00 -0.03
H 1.165 3.293 -0.965 0.00 0.00 -0.01
H 0.754 1.950 -1.791 0.00 -0.01 0.01
H -1.510 2.278 -1.596 0.00 0.01 -0.01
H -0.912 3.939 -1.736 0.01 0.01 0.01
C 5.024 2.281 3.742 0.00 0.00 0.00
C 3.797 1.430 4.134 0.01 0.03 -0.01
C 2.789 1.417 3.103 -0.06 -0.05 0.06
N 1.983 1.406 2.276 0.13 0.03 -0.12
H 5.740 2.213 4.557 0.00 0.00 0.00
H 4.751 3.325 3.609 0.00 0.00 0.00
H 5.495 1.901 2.838 0.00 0.00 0.00
H 3.308 1.814 5.037 0.00 0.00 0.00
H 4.065 0.385 4.322 0.00 0.00 0.00
C -1.800 -5.845 -3.458 0.00 -0.01 0.01
C -3.042 -5.566 -2.639 -0.02 -0.07 -0.01
C -3.551 -4.151 -2.825 0.01 0.00 0.00
C -4.122 -6.605 -2.865 0.00 0.00 0.00
O -2.586 -5.705 -1.215 0.02 0.12 0.01
Si -3.336 -5.597 0.159 -0.15 -0.34 -0.03
S -0.075 -0.283 0.442 0.12 0.23 0.02
O -4.780 -4.998 0.219 0.02 0.06 0.02
C -5.854 -4.985 1.277 0.00 -0.02 -0.02
C -7.035 -4.325 0.602 0.00 0.00 -0.01
C -5.326 -4.177 2.445 -0.02 0.00 0.01
C -6.131 -6.428 1.644 -0.01 0.00 0.00
O -2.624 -6.073 1.470 0.04 0.09 0.00
C -1.375 -6.855 1.751 -0.03 -0.05 0.00
C -1.362 -7.015 3.256 -0.01 0.00 0.00
C -1.504 -8.183 1.033 0.00 0.00 0.00
C -0.205 -6.034 1.246 0.00 -0.01 0.01
H -2.038 -5.760 -4.518 0.00 0.00 0.00
H -1.431 -6.853 -3.272 0.00 0.00 0.00
H -1.011 -5.130 -3.223 0.00 0.00 0.00
H -3.829 -4.004 -3.868 -0.01 0.00 0.00
H -2.770 -3.430 -2.578 0.00 0.00 0.00
H -4.432 -3.962 -2.211 0.00 0.00 0.00
H -4.436 -6.586 -3.908 0.00 0.00 0.00
H -5.002 -6.401 -2.251 0.00 0.00 0.00
H -3.748 -7.606 -2.646 0.00 0.00 0.00
H -6.805 -3.294 0.331 0.00 0.00 -0.01
H -7.884 -4.319 1.285 0.00 0.01 0.00
H -7.324 -4.873 -0.294 -0.01 0.00 0.00
H -5.028 -3.180 2.116 -0.01 0.00 0.00
H -4.482 -4.675 2.924 0.01 0.01 -0.01
H -6.115 -4.062 3.188 0.00 -0.01 0.01
H -6.441 -6.999 0.768 0.00 0.00 0.00
H -6.941 -6.469 2.372 0.00 0.00 0.00
H -5.256 -6.897 2.098 0.00 0.00 0.00
H -2.243 -7.557 3.594 0.00 0.00 0.00
H -1.333 -6.044 3.750 0.00 0.00 0.00
H -0.479 -7.581 3.552 0.00 0.00 0.00
H -2.396 -8.716 1.364 0.00 0.00 0.00
H -0.640 -8.807 1.261 0.00 0.00 0.00
H -1.539 -8.047 -0.050 0.00 0.00 0.00
H -0.207 -5.046 1.711 0.01 0.00 0.01
H -0.234 -5.933 0.160 -0.01 0.01 0.00
H 0.727 -6.532 1.515 0.00 -0.01 -0.01
```
Forces are in eV/Å.

Values from the calculation:
Kohn-Sham gap in eV: 5.90
DFT total energy in eV: -75808.6072
LUMO in eV: -12.03
HOMO in eV: -17.93
2S+1: 1
Total charge: +3
ΔE to the lowest compared entry with this formula, charge and spin in kJ/mol: 0.0

These are the natural (NBO) partial charges, in e, on atoms 1 to 4: 1.054 -0.778 -0.346 0.777



Record 3
Formula: C3H12N2OS
Source: the Open Molecules 2025 dataset
Level of theory: wB97M-V/def2-TZVPD

Geometry as XYZ:
```
19
Properties=species:S:1:pos:R:3:forces:R:3
N -0.327 -0.921 1.630 1.22 0.60 -0.10
C 0.525 -0.022 0.740 -3.36 -0.68 -0.93
C -0.348 1.254 0.505 1.63 0.05 -0.68
S -1.769 1.184 -0.735 1.36 -0.87 1.16
C 1.838 0.310 1.364 1.34 -2.48 0.59
N 2.622 -0.979 1.620 1.53 2.59 3.75
H -0.452 -0.427 2.553 0.45 -0.65 -1.25
H -1.388 -0.081 -1.003 -0.52 0.08 -0.39
H -1.246 -0.909 1.225 -0.53 -0.21 -0.16
H 0.713 -0.373 -0.387 -0.26 -0.34 2.60
H 0.405 1.927 0.052 -0.81 0.62 0.67
H -0.671 1.438 1.527 -0.31 1.10 -0.32
H 2.256 0.895 0.571 1.09 1.04 0.10
H 1.882 0.762 2.415 -0.69 -0.04 -1.79
H 2.969 -1.654 0.949 -0.10 0.84 -0.28
H 3.367 -0.665 2.414 -2.03 -1.71 -3.01
H -0.284 -1.982 -4.277 1.00 -1.31 -1.36
H -0.524 -0.727 -3.618 -0.50 -0.07 0.37
O -0.861 -1.637 -3.634 -0.50 1.43 1.02
```
Forces are in eV/Å.

Values from the calculation:
Kohn-Sham gap in eV: 9.54
DFT total energy in eV: -19166.4882
LUMO in eV: 0.66
HOMO in eV: -8.88
2S+1: 1
ΔE to the lowest compared entry with this formula, charge and spin in kJ/mol: 217.4

These are the natural (NBO) partial charges, in e, on atoms 1 to 4: -0.821 -0.056 -0.510 -0.063